Entry A
15
Properties=species:S:1:pos:R:3:mulliken_charge:R:1 method="wB97M-V/def2-TZVPD" lumo_ev=1.11 spin_multiplicity=1 total_charge=0
N 0.46 1.51 -0.91 -0.404
C 0.42 0.23 -0.20 -0.761
C -1.60 -1.84 2.26 -0.565
C 1.14 1.39 -2.21 -0.781
H 1.34 -0.38 -0.27 0.294
H -0.96 -1.11 1.77 -0.133
H 0.40 1.03 -2.93 0.256
H -0.98 -2.38 2.98 0.254
H -2.36 -1.26 2.78 0.265
H 0.93 2.19 -0.33 0.249
H -0.44 -0.34 -0.57 0.255
H 1.43 2.37 -2.57 0.327
H 0.36 0.39 0.87 0.222
H 1.96 0.67 -2.17 0.277
H -2.09 -2.45 1.51 0.247

Entry B
15
Properties=species:S:1:pos:R:3:mulliken_charge:R:1 method="wB97M-V/def2-TZVPD" lumo_ev=0.97 spin_multiplicity=1 total_charge=0
N -0.56 -0.36 -0.58 -0.640
C -0.84 -0.18 0.85 -0.325
C -1.39 -1.49 1.41 -0.845
C 1.76 1.44 -1.54 -0.984
H -0.69 -2.26 1.03 0.220
H 2.67 2.06 -1.90 0.257
H -2.44 -1.74 1.35 0.318
H 1.10 0.93 -2.20 0.268
H -1.82 0.33 0.85 0.211
H -1.23 -1.31 2.55 0.248
H 0.04 0.51 1.40 0.276
H -0.43 0.57 -0.99 0.256
H 1.23 1.95 -0.80 0.258
H 0.28 -0.99 -0.51 0.282
H 2.32 0.55 -0.91 0.199

Most stable one: entry A, least stable one: entry B.

Entry A
15
Properties=species:S:1:pos:R:3:mulliken_charge:R:1 method="wB97M-V/def2-TZVPD" lumo_ev=0.78 spin_multiplicity=1 total_charge=0
S -1.38 0.81 2.12 -0.259
N 0.31 -1.73 0.20 -0.594
N 0.51 -1.19 -2.12 -0.574
C 1.10 -0.94 -0.71 -0.080
C -1.22 2.33 0.93 -0.595
H 0.99 0.16 -0.61 0.010
H -0.63 -1.31 0.27 0.253
H 2.02 -1.34 -0.64 0.388
H -0.05 0.52 2.49 0.125
H -2.15 2.16 0.25 0.239
H -0.31 2.20 0.28 0.177
H 0.81 -1.84 1.10 0.219
H 1.19 -1.12 -2.91 0.182
H -0.10 -2.00 -2.13 0.217
H -1.08 3.30 1.47 0.291

Entry B
15
Properties=species:S:1:pos:R:3:mulliken_charge:R:1 method="wB97M-V/def2-TZVPD" lumo_ev=0.83 spin_multiplicity=1 total_charge=0
S -1.67 -1.62 -2.24 -0.183
N -0.87 1.87 1.17 -0.572
N 1.33 0.49 1.20 -0.589
C 0.00 -2.16 -1.76 -0.713
C 0.69 1.83 0.93 -0.203
H -2.21 -2.05 -1.07 0.115
H -1.19 1.29 1.92 0.191
H 0.70 -1.43 -2.10 0.207
H 1.25 2.45 1.55 0.243
H 0.19 -2.39 -0.67 0.261
H 0.68 2.06 -0.14 0.248
H 0.75 -0.11 1.91 0.238
H 0.14 -3.14 -2.35 0.300
H 1.45 -0.01 0.32 0.236
H -1.24 2.92 1.34 0.222

Most stable one: entry A, least stable one: entry B.

Entry A
14
Properties=species:S:1:pos:R:3:mulliken_charge:R:1 method="wB97M-V/def2-TZVPD" lumo_ev=0.64 spin_multiplicity=1 total_charge=0
Cl 3.46 0.13 -0.36 -0.136
Cl 0.83 1.98 -0.66 -0.204
O -0.60 -0.40 -1.48 -0.364
C 1.84 -0.47 -0.06 -0.408
C -1.56 -0.06 -0.43 -0.452
C 0.34 -0.72 -0.63 0.068
C 0.60 0.49 0.26 0.688
C -0.77 0.69 0.90 -0.810
H -2.19 -0.94 -0.14 0.315
H 1.80 -1.24 0.84 0.229
H 0.33 -1.74 0.00 0.199
H -0.86 -0.01 1.69 0.266
H -2.36 0.57 -1.08 0.224
H -0.87 1.73 1.16 0.384

Entry B
14
Properties=species:S:1:pos:R:3:mulliken_charge:R:1 method="wB97M-V/def2-TZVPD" lumo_ev=0.29 spin_multiplicity=1 total_charge=0
Cl -1.71 -0.23 -1.30 -0.153
Cl -0.70 2.58 -1.86 -0.161
O 1.19 -0.55 -0.95 -0.416
C -0.47 -0.59 0.99 -0.874
C 0.87 0.74 -0.26 -0.383
C -0.12 1.77 -0.41 0.118
C -0.65 0.43 -0.10 0.447
C 0.53 -1.52 -0.04 -0.383
H -0.17 -2.27 -0.59 0.275
H -1.42 -1.10 1.19 0.338
H 1.25 -2.42 0.45 0.255
H -0.13 -0.18 1.87 0.266
H -0.04 2.51 0.58 0.250
H 1.58 0.82 0.44 0.420

Most stable one: entry A, least stable one: entry B.

Entry A
5
Properties=species:S:1:pos:R:3:mulliken_charge:R:1 method="wB97M-V/def2-TZVPD" lumo_ev="-2.64 / -2.49" spin_multiplicity=1 total_charge=0
Cl 2.61 -1.88 -0.27 -0.017
Cl 3.04 2.00 -0.07 -0.576
P 1.47 -0.72 0.81 0.577
O 0.24 -0.60 -0.21 -0.360
H -0.44 0.05 0.00 0.376

Entry B
5
Properties=species:S:1:pos:R:3:mulliken_charge:R:1 method="wB97M-V/def2-TZVPD" lumo_ev=-1.44 spin_multiplicity=1 total_charge=0
Cl 0.86 1.51 -2.13 -0.265
Cl 0.27 -2.37 1.32 -0.247
P -0.40 -0.68 0.29 0.553
O -1.34 -0.02 1.11 -0.303
H 0.60 1.57 -0.60 0.262

Most stable one: entry B, least stable one: entry A.